Record 1
138
Properties=species:S:1:pos:R:3:lowdin_charge:R:1 method="wB97M-V/def2-TZVPD" total_charge=+1 lumo_ev=-1.6 homo_energy_ha=-0.374 gap_ev=8.5264
S 3.974 -0.112 1.222 0.680
P 0.211 -2.178 -0.051 1.026
Si 1.223 -1.278 3.336 0.542
Si -1.757 1.195 -1.943 0.625
O -0.412 0.645 9.595 0.003
O -2.297 1.062 4.827 -0.035
O 4.110 0.739 -5.584 0.039
O -0.165 3.021 2.405 0.096
O -4.100 -5.521 -5.612 0.008
O 9.629 3.595 -4.494 0.031
O 0.068 -1.340 -1.442 -0.304
O 1.798 -4.529 -1.918 -0.004
O -5.239 2.682 0.116 0.014
O 4.907 0.093 2.293 -0.322
O -5.544 -1.658 -2.937 0.008
O 4.397 -0.084 -0.156 -0.347
O -2.368 3.351 2.652 0.092
N -5.253 -3.853 -3.422 0.159
N 9.818 1.363 -4.838 0.144
N 2.485 -2.713 -3.094 0.170
N 1.340 5.027 -0.808 0.079
N -0.528 -0.935 1.143 -0.182
N 7.740 2.368 -4.738 0.153
N 3.785 -4.621 -2.998 0.156
N -3.620 0.320 6.504 0.171
N 1.528 -0.198 8.772 0.159
N 0.490 1.465 0.048 -0.062
N -7.372 -2.974 -3.182 0.148
N 1.841 3.542 -2.623 0.084
N -1.600 1.304 6.972 0.186
N -2.157 -5.901 -6.714 0.152
N -5.415 4.232 1.758 0.163
N 0.476 -1.195 10.565 0.160
N 4.462 1.052 -3.362 0.170
N -3.543 -4.159 -7.331 0.155
N -6.411 2.160 1.982 0.156
N 5.555 -0.633 -4.496 0.139
N -0.363 3.849 -1.929 0.062
C -2.791 -0.362 -2.177 -0.191
C -2.570 0.216 1.743 -0.003
C 4.661 0.414 -4.552 -0.709
C -1.286 3.004 1.943 -0.506
C -0.325 -1.486 4.393 -0.152
C 1.330 2.564 -0.462 -0.096
C 1.837 -3.003 2.943 -0.187
C -0.383 1.038 -3.229 -0.163
C 2.637 -3.986 -2.624 -0.681
C -1.579 0.026 0.605 -0.268
C -1.635 2.649 0.512 -0.079
C 9.099 2.517 -4.678 -0.689
C -3.316 -5.214 -6.496 -0.681
C -3.044 2.515 -2.243 -0.172
C -1.295 -3.196 -0.223 -0.195
C 0.473 -0.200 9.638 -0.669
C 2.639 1.049 1.376 -0.212
C -2.489 0.909 6.043 -0.664
C -6.021 -2.761 -3.164 -0.680
C -5.658 3.006 1.217 -0.677
C 1.329 0.494 0.781 -0.334
C 2.456 -0.386 4.419 -0.159
C 0.535 -0.197 1.880 -0.278
C -0.995 1.344 -0.081 -0.265
C 0.987 3.746 -1.453 -0.615
H -4.874 4.876 1.214 0.108
H 2.568 1.416 2.401 0.108
H -2.919 -3.892 -8.067 0.094
H -7.785 -3.865 -3.378 0.093
H 0.009 0.590 2.435 0.117
H 1.198 -1.887 10.632 0.099
H -0.580 0.146 -3.836 0.042
H 3.075 1.862 0.802 0.088
H -3.424 0.822 1.446 0.095
H -0.077 -2.089 5.272 0.049
H 1.831 4.412 -3.158 0.099
H -1.702 1.165 7.967 0.075
H 4.916 0.778 -2.507 0.075
H -2.092 -0.580 -0.136 0.061
H 1.749 3.075 0.410 0.100
H -2.061 -2.944 0.516 0.052
H 2.600 -3.104 2.170 0.019
H -4.301 0.023 5.829 0.107
H -3.423 -0.177 -3.054 0.045
H 2.207 -3.419 3.886 0.047
H -4.389 -3.639 -7.192 0.105
H -1.275 3.457 -0.122 0.083
H 7.186 3.199 -4.640 0.101
H -2.116 0.627 2.634 0.051
H 2.343 -0.850 5.407 0.035
H 1.675 -0.279 0.063 0.083
H -0.835 4.651 -1.533 0.093
H -6.632 1.264 1.590 0.104
H 1.575 0.545 8.100 0.097
H -0.355 1.886 -3.912 0.029
H -1.973 -6.690 -6.122 0.104
H -3.514 -0.595 -1.387 0.045
H -2.214 -1.263 -2.395 0.017
H -5.752 4.515 2.658 0.098
H -0.279 -1.209 11.226 0.109
H 3.918 -5.560 -2.673 0.106
H -2.978 -0.767 2.026 0.102
H 2.184 2.077 -0.956 0.106
H 2.800 3.438 -2.301 0.066
H 10.818 1.440 -4.805 0.103
H -0.995 -4.235 -0.056 0.050
H -0.763 1.756 6.651 0.110
H -7.963 -2.183 -3.008 0.100
H 0.999 -3.638 2.628 0.030
H -3.801 0.183 7.481 0.106
H -1.047 -1.486 1.831 0.091
H -1.507 -5.670 -7.440 0.093
H 5.730 -1.129 -5.351 0.103
H 4.481 -4.202 -3.584 0.091
H -5.616 -4.757 -3.660 0.087
H 3.352 -1.310 1.383 0.059
H -0.413 3.864 -2.937 0.088
H 0.626 0.935 -2.814 0.016
H 1.629 -2.241 -2.868 0.068
H -1.171 -1.976 3.895 0.038
H 6.022 -0.914 -3.653 0.094
H 9.399 0.469 -5.005 0.085
H -3.199 2.584 -3.329 0.050
H -2.720 2.669 0.401 0.093
H 0.976 5.072 0.141 0.079
H -3.987 2.172 -1.810 0.024
H 3.499 -0.497 4.117 0.022
H 3.817 1.821 -3.359 0.074
H -2.815 3.513 -1.878 0.018
H 7.281 1.489 -4.887 0.064
H -4.261 -3.719 -3.469 0.093
H 2.349 5.110 -0.730 0.081
H -6.781 2.410 2.879 0.093
H -1.714 -3.088 -1.224 0.048
H 2.274 -0.866 8.814 0.096
H 2.232 0.678 4.544 0.046
H -2.269 3.080 3.599 0.124
H 0.497 -0.468 -1.476 0.031
H -0.690 -0.507 4.720 0.014
H 3.157 -2.256 -3.684 0.083



Record 2
127
Properties=species:S:1:pos:R:3:lowdin_charge:R:1 method="wB97M-V/def2-TZVPD" smiles="COC[C@H](C)N.COC[C@H](C)N.COC[C@H](C)N.NC(N)=O.NC(N)=O.NC(N)=O.NC(N)=O.NC(N)=O.CCO.CCO.CCO.CCO" lumo_ev=0.4 homo_energy_ha=-0.333 gap_ev=9.4746 de_lowest_ev=0.000
O 1.662 -2.673 -3.400 -0.021
O 3.160 -1.381 0.726 -0.246
O 1.326 3.143 0.144 -0.128
O -0.839 -2.734 1.987 0.004
O -1.369 -0.851 -5.851 -0.108
O -1.115 0.087 5.108 -0.201
O -1.425 2.433 -4.555 0.034
O -2.963 4.722 2.419 -0.186
O 0.433 0.436 0.046 -0.042
O -1.467 -6.158 -2.863 -0.001
O -1.728 -5.068 1.141 -0.161
O -3.516 -1.499 -3.234 -0.121
N 5.154 0.682 1.408 0.043
N 1.529 -0.006 -1.842 0.206
N -1.755 -0.758 1.647 0.213
N -3.017 -2.485 2.536 0.182
N -2.005 -4.305 -1.678 0.195
N -1.023 2.684 -2.307 0.178
N 0.393 -1.741 -0.805 0.221
N 0.396 2.520 5.225 0.054
N 2.849 -4.511 -2.520 0.127
N 0.964 -4.809 -3.770 0.171
N 0.644 3.012 -3.889 0.119
N -4.162 6.357 0.437 0.033
N -2.333 -4.389 -3.953 0.174
C 0.798 -0.423 -0.798 -0.609
C 1.797 -3.902 -3.228 -0.619
C -2.510 3.495 2.909 -0.121
C -1.807 -2.017 2.070 -0.675
C -2.273 5.101 1.204 -0.169
C 0.955 -0.241 -5.595 -0.074
C 5.708 0.780 -0.952 -0.063
C -0.033 -1.394 -5.822 -0.270
C -0.668 2.652 -3.633 -0.689
C -4.569 -0.479 -1.397 -0.106
C 0.224 -6.077 2.360 -0.100
C -0.849 -6.228 1.302 -0.299
C -1.419 -1.155 5.674 -0.120
C 4.661 0.406 0.089 -0.492
C -3.335 -0.476 -2.193 -0.305
C 0.207 0.198 4.725 -0.244
C 2.447 3.832 0.705 -0.298
C 4.264 -1.006 -0.147 -0.202
C 0.531 1.570 4.177 -0.464
C 3.036 -2.736 1.202 -0.105
C 1.977 1.556 3.600 -0.042
C -2.427 7.633 1.721 -0.068
C -1.939 -5.031 -2.854 -0.696
C -2.734 6.515 0.723 -0.402
C 1.840 5.052 1.449 -0.054
H 6.131 1.769 -0.779 0.076
H -0.128 -2.030 -4.948 0.073
H 1.676 -0.706 -2.561 0.071
H 0.908 0.594 -6.290 0.079
H 6.084 0.266 1.510 0.076
H 0.813 -2.315 -1.502 0.053
H -2.529 4.340 0.446 0.120
H 0.129 -2.036 -6.706 0.116
H -0.404 -6.569 0.305 0.123
H -2.297 6.741 -0.228 0.123
H -3.221 0.476 -2.745 0.110
H 0.711 3.381 4.803 0.065
H -0.892 -0.531 1.147 0.067
H 5.082 -1.672 0.152 0.122
H -1.257 0.054 -6.164 0.064
H 0.129 -2.197 0.046 0.067
H -3.068 -3.422 2.918 0.108
H 0.687 -7.059 2.606 0.087
H 5.229 0.826 -1.944 0.084
H -1.580 -6.981 1.678 0.113
H 2.109 -2.836 1.830 0.079
H -5.489 -0.343 -2.019 0.096
H -3.211 3.109 3.661 0.099
H -4.534 7.252 0.146 0.069
H 1.909 -0.666 -5.740 0.055
H -2.510 -1.258 5.569 0.093
H -0.064 1.832 3.267 0.128
H -2.673 8.675 1.385 0.084
H 3.859 -4.266 -2.623 0.123
H 1.392 2.148 0.380 0.079
H 0.401 -0.592 3.973 0.124
H -1.007 -1.300 6.691 0.097
H 1.240 3.471 -3.170 0.106
H 1.499 4.620 2.391 0.053
H -2.507 -4.804 -4.826 0.101
H -1.822 -4.724 -0.776 0.060
H -3.047 7.484 2.599 0.070
H 1.286 0.906 -2.126 0.068
H -1.196 5.029 1.209 0.092
H -2.267 -0.039 2.081 0.091
H -1.655 1.962 -2.002 0.081
H 4.629 0.250 2.218 0.093
H -2.483 -3.458 -1.689 0.052
H -2.408 2.760 2.098 0.079
H -3.913 -2.069 2.360 0.099
H -1.505 3.621 3.310 0.066
H 3.757 1.012 -0.125 0.130
H -0.569 2.633 5.530 0.083
H -2.956 -3.574 -3.839 0.094
H 2.698 1.327 4.384 0.078
H 0.182 -4.295 -4.172 0.085
H -4.705 -1.472 -0.952 0.074
H 0.712 -5.624 -3.205 0.101
H 0.907 0.228 -4.624 0.043
H -2.432 -0.696 -1.592 0.102
H -4.491 0.326 -0.651 0.081
H 0.998 -5.325 2.014 0.079
H 2.689 -5.532 -2.511 0.100
H 3.257 4.127 0.087 0.090
H 2.921 3.114 1.344 0.071
H 0.973 5.342 0.932 0.032
H 2.125 2.619 3.199 0.076
H -1.396 7.742 2.011 0.061
H -2.870 -1.398 -3.959 0.062
H 0.849 3.454 -4.818 0.126
H 2.234 0.794 2.859 0.066
H -4.682 6.043 1.222 0.052
H 6.533 0.040 -0.969 0.087
H -0.994 -1.959 5.073 0.072
H 0.772 -0.020 5.678 0.147
H 3.933 -1.258 -1.180 0.124
H 2.397 5.954 1.663 0.071
H -0.196 2.738 -1.722 0.056
H 2.920 -3.430 0.340 0.068
H -0.214 -5.579 3.217 0.068
H -1.194 -4.301 1.513 0.028
H 3.930 -3.051 1.865 0.105



Record 3
56
Properties=species:S:1:pos:R:3:lowdin_charge:R:1 method="wB97M-V/def2-TZVPD" total_charge=+1 lumo_ev=-4.0 homo_energy_ha=-0.409 gap_ev=7.1404 de_lowest_ev=0.480
I 1.959 1.411 4.801 1.007
Ti -0.101 -0.009 0.410 1.183
Cl 4.370 5.166 1.267 0.744
Cl -4.696 2.877 -4.014 0.711
S 1.444 -1.458 -1.210 0.599
F 3.897 -1.536 -2.003 0.181
F 2.425 -1.693 -3.591 0.179
F 2.817 0.217 -2.659 0.163
O 0.274 -0.609 -1.592 -0.341
O 1.917 -0.863 0.055 -0.301
O -1.446 1.194 0.551 -0.134
O 0.624 0.678 1.933 -0.224
O 1.219 -2.862 -1.229 -0.194
N 0.928 1.738 -0.421 0.045
N -1.802 -1.244 -0.174 0.030
N -0.110 -1.801 1.680 0.043
C 2.216 2.207 2.901 -0.620
C -2.352 -4.946 0.181 -0.034
C 0.749 -2.009 2.658 -0.064
C -2.513 -3.635 -0.314 0.025
C -3.554 1.027 -2.426 -0.036
C -0.837 -2.870 1.220 -0.148
C 1.510 1.696 1.849 -0.346
C 2.740 -1.092 -2.458 -0.677
C -2.199 1.577 -0.493 -0.293
C 0.956 -3.268 3.238 0.001
C -1.763 -2.615 0.195 -0.176
C 1.684 2.283 0.577 -0.129
C 0.258 -4.342 2.769 0.038
C -3.198 3.319 -1.804 -0.060
C -2.763 0.618 -1.344 -0.125
C -1.461 -5.209 1.182 0.003
C 3.112 3.285 2.704 -0.142
C 2.558 3.919 -0.940 0.020
C -0.681 -4.164 1.729 -0.129
C 0.956 2.278 -1.616 -0.085
C -3.750 2.365 -2.662 -0.655
C -2.634 -0.789 -1.038 -0.010
C -2.440 2.928 -0.721 0.019
C 3.271 3.849 1.475 -0.593
C 1.761 3.388 -1.913 -0.008
C 2.535 3.371 0.362 -0.149
H 1.749 3.798 -2.913 0.121
H 0.342 1.812 -2.377 0.132
H 3.674 3.671 3.543 0.103
H 1.679 -3.365 4.036 0.122
H -3.310 -1.468 -1.554 0.142
H -4.007 0.288 -3.076 0.125
H -3.235 -3.462 -1.101 0.117
H 0.410 -5.331 3.184 0.133
H 1.301 -1.146 3.001 0.082
H -2.947 -5.744 -0.240 0.118
H 3.202 4.763 -1.151 0.107
H -1.341 -6.214 1.567 0.126
H -3.378 4.369 -1.993 0.119
H -2.023 3.655 -0.036 0.135



Record 4
63
Properties=species:S:1:pos:R:3:mulliken_spin:R:1 method="wB97M-V/def2-TZVPD" total_charge=-1 s2=0.773 lumo_ev="0.8 / 1.5" homo_energy_ha="-0.201 / -0.202" spin_multiplicity=2 gap_ev="6.2592 / 7.0386" de_lowest_ev=1.328
V 0.270 -0.288 -0.298 1.162
S 1.606 2.537 -0.916 0.001
F 0.605 5.980 1.798 0.000
F 2.345 4.940 1.058 0.000
F 0.726 5.487 -0.297 0.000
O -2.531 -2.630 -2.342 -0.005
O 0.867 -2.496 3.135 -0.002
N -0.125 1.444 0.721 -0.025
N 0.529 -0.589 -3.595 -0.003
N 2.907 -1.380 -1.180 0.009
N -1.671 2.023 -3.174 -0.001
N 2.212 0.209 1.364 -0.006
N -2.876 0.030 -0.139 0.007
N -1.414 1.764 -1.954 0.007
N -0.887 -1.769 -0.994 -0.062
N 1.700 -0.825 -1.511 -0.034
N 3.437 -1.825 -2.240 -0.003
N -0.999 1.193 -4.006 0.000
N -0.571 0.699 -1.903 -0.050
N 2.659 -1.601 -3.330 0.001
N 0.604 -1.784 0.959 -0.040
C -1.058 2.396 2.692 -0.006
C -3.963 -0.246 -2.257 -0.002
C 3.137 1.158 1.473 0.004
C 0.319 3.711 1.232 -0.006
C 0.540 2.581 0.377 0.016
C -2.114 -1.755 -1.600 0.011
C 3.701 1.512 2.691 -0.002
C -4.809 0.812 -1.984 0.000
C -0.303 -3.034 -0.773 -0.004
C -0.868 1.345 1.831 0.023
C -4.690 1.456 -0.765 0.000
C 0.247 -5.326 -1.156 -0.004
C 0.977 -5.356 0.024 0.002
C -0.336 0.403 -3.185 0.009
C -3.007 -0.586 -1.308 0.003
C -0.449 3.611 2.355 0.004
C 0.459 -3.057 0.387 -0.002
C 1.095 -4.218 0.807 -0.005
C -0.398 -4.170 -1.569 -0.002
C 1.031 -1.678 2.245 -0.008
C -3.714 1.027 0.119 0.001
C 1.599 -0.994 -2.840 0.006
C 2.379 -0.175 3.724 -0.002
C 1.001 5.017 0.929 -0.002
C 1.881 -0.463 2.464 0.015
C 3.297 0.855 3.840 0.001
H -0.962 -4.142 -2.485 0.001
H 0.186 -6.213 -1.774 0.000
H 4.444 2.296 2.720 0.000
H 3.420 1.650 0.556 -0.001
H 0.656 -0.669 -4.591 0.000
H -0.575 4.475 2.996 0.000
H -5.324 2.291 -0.501 0.000
H 2.053 -0.775 4.561 0.000
H 1.480 -6.264 0.329 0.000
H -5.542 1.133 -2.712 0.000
H -4.000 -0.800 -3.182 0.000
H 1.671 -4.228 1.718 0.000
H -1.319 0.374 2.001 -0.007
H -3.589 1.529 1.071 0.000
H -1.658 2.280 3.581 0.000
H 3.710 1.121 4.805 0.000



Record 5
52
Properties=species:S:1:pos:R:3:lowdin_charge:R:1 method="wB97M-V/def2-TZVPD" lumo_ev=-3.5 homo_energy_ha=-0.255 gap_ev=3.4358
F -3.220 3.627 -2.206 0.045
F -4.733 -0.878 -2.248 0.048
F 4.687 -0.876 -2.311 0.051
F 3.173 3.628 -2.392 0.046
O -5.236 -2.824 2.371 0.054
O 6.079 -1.293 2.041 0.049
O 5.041 -2.966 3.012 0.048
O -5.830 -0.866 3.169 0.051
N 5.029 -1.861 2.421 -0.325
N -5.003 -1.614 2.597 -0.321
C 3.658 0.034 -2.339 -0.245
C 2.517 0.544 1.147 -0.013
C 0.049 0.545 1.219 0.015
C 1.573 1.873 -2.385 0.048
C 1.278 -0.075 1.537 -0.198
C 2.591 -1.852 2.622 0.016
C 1.263 0.483 -2.312 -0.203
C 1.373 -1.285 2.314 -0.003
C -1.619 1.875 -2.237 0.054
C 3.778 -1.236 2.174 -0.153
C -1.569 -1.359 1.225 -0.034
C -1.308 0.484 -2.252 -0.199
C -4.023 1.394 -2.249 0.078
C -1.235 0.000 1.525 -0.214
C 2.362 -0.433 -2.314 0.046
C -3.753 -1.063 2.198 -0.153
C 2.900 2.277 -2.390 -0.238
C -2.946 2.277 -2.231 -0.230
C -2.244 0.812 2.138 -0.002
C -3.704 0.035 -2.262 -0.236
C 3.733 -0.025 1.445 0.014
C -0.021 -0.100 -2.219 0.034
C -2.407 -0.432 -2.276 0.040
C 3.977 1.393 -2.383 0.070
C -2.808 -1.877 1.537 0.017
C -3.468 0.288 2.492 0.015
H 2.672 -2.768 3.208 0.124
H 4.676 0.428 1.138 0.124
H -3.083 -2.908 1.311 0.125
H -2.195 -1.499 -2.287 0.128
H -5.051 1.740 -2.251 0.136
H -0.833 -1.993 0.725 0.123
H 0.086 1.589 0.907 0.124
H -2.011 1.854 2.369 0.122
H -0.840 2.625 -2.213 0.093
H -4.230 0.878 3.002 0.124
H 0.465 -1.758 2.690 0.112
H -0.022 -1.192 -2.258 0.117
H 5.006 1.737 -2.409 0.136
H 0.795 2.623 -2.431 0.094
H 2.481 1.489 0.601 0.114
H 2.150 -1.501 -2.282 0.131



Record 6
61
Properties=species:S:1:pos:R:3:mulliken_spin:R:1 method="wB97M-V/def2-TZVPD" s2=2.016 lumo_ev="-1.1 / -1.3" homo_energy_ha="-0.271 / -0.326" spin_multiplicity=3 gap_ev="6.3149 / 7.5864" de_lowest_ev=0.216
W -0.163 0.666 -0.788 1.656
S 1.014 2.003 -2.520 -0.011
F -3.330 6.760 0.047 0.000
O -0.053 -0.273 3.202 0.004
O -3.131 1.190 -3.863 0.071
O -0.499 -0.215 1.024 0.036
O -0.519 -1.156 -7.515 0.005
O 1.323 1.561 0.267 -0.005
O 1.324 -0.717 -0.991 0.011
O -1.244 2.291 0.065 0.038
O 1.187 -2.329 -6.916 0.003
O -1.842 1.342 -2.159 -0.036
O 2.427 -2.449 -1.869 0.025
O -1.219 -0.988 -1.370 0.043
N 0.209 -1.649 -6.675 -0.001
N -1.522 3.386 3.994 0.010
N 2.506 1.671 -0.367 0.027
N -2.224 0.760 -3.206 0.009
C -0.432 0.312 2.209 0.026
C -2.352 4.721 0.648 0.004
C -0.110 -1.403 -5.269 0.024
C -2.711 5.912 4.778 0.000
C 2.524 1.928 -1.694 0.009
C 0.441 -1.656 -2.948 0.050
C -1.375 2.686 6.394 0.000
C -1.334 2.571 1.293 0.019
C 4.926 1.987 -1.544 -0.001
C 4.846 1.669 -0.188 0.007
C -2.709 4.695 5.685 0.000
C -2.887 5.924 0.999 0.002
C -1.898 3.865 1.660 -0.012
C 1.488 -1.691 -1.864 0.008
C -0.936 1.733 2.352 -0.006
C -1.446 -0.365 -3.633 -0.023
C -3.004 6.319 2.329 0.000
C -1.990 4.254 3.004 -0.001
C -2.560 5.497 3.339 0.000
C 0.745 -1.881 -4.266 -0.012
C -0.767 -1.028 -2.603 0.025
C -1.170 -0.571 -4.970 -0.014
C -1.036 2.197 3.639 0.010
C 3.610 1.512 0.379 -0.004
C -1.482 3.841 5.413 -0.001
C 3.775 2.115 -2.287 0.006
H -2.275 4.412 -0.385 -0.003
H -0.596 4.476 5.517 0.000
H -3.607 4.091 5.519 0.000
H -3.630 6.486 4.896 0.000
H 1.674 -2.371 -4.526 -0.001
H -0.693 1.533 4.417 0.002
H -1.461 3.092 7.401 0.000
H -2.701 4.996 6.732 0.000
H -1.886 6.573 5.058 0.000
H 3.805 2.329 -3.345 0.000
H -1.719 -0.065 -5.751 0.000
H -3.457 7.273 2.566 0.000
H -0.423 2.162 6.335 0.000
H 3.437 1.250 1.410 0.000
H -2.184 1.968 6.245 0.000
H 5.729 1.531 0.416 0.001
H 5.890 2.112 -2.018 0.000



Max |F| (computed, eV Å⁻¹): 1.147 3.483 1.099 0.765 3.341 0.591